Entry 1:
DFT (wB97M-V/def2-TZVPD) results for a molecular structure, C61H49BrN3O5P3SW.

Structure (ORCA input):
```
! wB97M-V def2-TZVPD RIJCOSX def2/J DEFGRID3
* xyz 0 3
W -0.35 -0.19 0.11
O -2.11 -2.75 -1.08
C -3.30 -2.97 -0.43
C -4.40 -3.55 -1.03
C -5.53 -3.80 -0.26
C -5.55 -3.48 1.08
C -4.46 -2.82 1.64
C -3.34 -2.50 0.88
P -1.97 -1.51 1.59
C -1.16 -2.87 2.56
C -1.09 -4.09 1.88
C -0.36 -5.15 2.37
C 0.34 -5.02 3.56
C 0.29 -3.82 4.24
C -0.45 -2.76 3.75
C -2.93 -0.41 2.72
C -2.52 -0.06 4.00
C -3.32 0.74 4.81
C -4.54 1.20 4.35
C -4.94 0.90 3.06
C -4.14 0.11 2.25
C -1.74 -3.31 -2.26
C -2.05 -4.62 -2.63
C -1.61 -5.11 -3.84
C -0.84 -4.32 -4.68
C -0.48 -3.05 -4.28
C -0.91 -2.52 -3.06
P -0.29 -0.90 -2.47
C 1.38 -1.02 -3.22
C 1.92 0.00 -4.00
C 3.22 -0.09 -4.48
C 3.99 -1.21 -4.21
C 3.46 -2.24 -3.45
C 2.17 -2.15 -2.97
C -1.09 0.34 -3.54
C -0.91 1.69 -3.23
C -1.45 2.67 -4.05
C -2.18 2.31 -5.18
C -2.38 0.97 -5.47
C -1.83 -0.01 -4.66
H -4.39 -3.81 -2.08
H -6.39 -4.27 -0.72
H -6.41 -3.70 1.69
H -4.50 -2.52 2.68
H -1.64 -4.23 0.95
H -0.33 -6.09 1.82
H 0.93 -5.85 3.95
H 0.84 -3.70 5.17
H -0.42 -1.84 4.30
H -1.58 -0.39 4.40
H -2.98 0.99 5.81
H -5.16 1.82 4.99
H -5.87 1.29 2.67
H -4.46 -0.10 1.24
H -2.63 -5.24 -1.96
H -1.86 -6.13 -4.12
H -0.50 -4.70 -5.64
H 0.16 -2.45 -4.92
H 1.33 0.88 -4.24
H 3.62 0.72 -5.08
H 5.01 -1.27 -4.58
H 4.05 -3.12 -3.24
H 1.76 -2.98 -2.41
H -0.37 1.97 -2.34
H -1.29 3.72 -3.81
H -2.61 3.08 -5.82
H -2.96 0.69 -6.34
H -2.00 -1.05 -4.90
N 0.95 -2.03 0.15
N 1.58 -2.18 1.40
C 1.75 -0.99 2.12
O 2.50 -0.94 3.08
O 1.01 -0.01 1.69
H 0.44 -2.87 -0.07
H 1.67 -1.81 -0.54
H 2.38 -2.79 1.41
C 2.67 5.19 0.11
C 2.93 4.08 0.91
C 1.91 3.20 1.24
C 0.61 3.42 0.78
C 0.37 4.51 -0.05
C 1.39 5.39 -0.37
P -0.67 2.24 1.39
C -2.24 3.13 1.18
C -3.04 3.49 2.26
C -4.24 4.15 2.06
C -4.68 4.44 0.78
C -3.91 4.06 -0.31
C -2.71 3.40 -0.11
C -0.30 2.48 3.18
C -0.28 3.80 3.66
C 0.02 4.07 4.98
C 0.32 3.03 5.85
C 0.33 1.72 5.38
C 0.02 1.46 4.05
H 3.47 5.88 -0.14
H 3.93 3.90 1.28
H 2.13 2.35 1.87
H -0.63 4.72 -0.41
H 1.17 6.24 -1.00
H -2.73 3.25 3.27
H -4.85 4.42 2.92
H -5.62 4.96 0.63
H -4.25 4.26 -1.32
H -2.14 3.07 -0.97
H -0.49 4.62 2.99
H 0.02 5.09 5.33
H 0.56 3.24 6.89
H 0.60 0.91 6.04
H 0.07 0.44 3.69
Br 2.87 5.25 -3.80
C 3.55 3.84 -2.73
C 4.90 3.78 -2.44
N 5.44 2.82 -1.70
C 4.62 1.88 -1.23
C 3.25 1.87 -1.45
C 2.70 2.89 -2.22
C 2.41 0.75 -0.90
O 2.94 -0.29 -0.53
O 1.14 1.01 -0.90
H 5.58 4.54 -2.83
H 5.07 1.09 -0.64
H 1.63 2.92 -2.40
S -2.42 0.35 -0.66
*
```

Summary:
Highest occupied orbital energy (spin up / spin down)   -0.222 / -0.267 hartree
Frontier orbital gap (spin up / spin down)   6.393 / 7.219 eV
Energy above the lowest of the compared OMol25 structures with the same formula, charge and spin   0.00 kcal/mol
⟨S²⟩   2.02
LUMO (spin up / spin down)   0.3 / 0.0 eV

Entry 2:
DFT (wB97M-V/def2-TZVPD) results for a gas-phase ion, ClHNO (charge -1) in a non-equilibrium geometry.

Structure (ORCA input):
```
! wB97M-V def2-TZVPD RIJCOSX def2/J DEFGRID3
* xyz -1 1
O -0.39 1.29 0.24
N -0.28 0.08 -0.41
Cl 1.52 -0.74 0.09
H -0.85 -0.63 0.08
*
```

Summary:
Highest occupied orbital energy (spin up / spin down)   -0.107 / -0.107 hartree
Frontier orbital gap (spin up / spin down)   7.629 / 7.629 eV
SMILES   [O-]NCl
Energy above the lowest of the compared OMol25 structures with the same formula, charge and spin   26.35 kcal/mol
LUMO (spin up / spin down)   4.7 / 4.7 eV

Entry 3:
DFT (wB97M-V/def2-TZVPD) results for a molecular structure, C33H47FN4ScSi3.

Structure (ORCA input):
```
! wB97M-V def2-TZVPD RIJCOSX def2/J DEFGRID3
* xyz 1 1
Sc 0.04 -0.45 -0.34
C -2.41 -3.18 0.53
C -1.07 -3.39 1.16
C -0.72 -4.65 1.61
C 0.49 -4.84 2.24
C 1.29 -3.73 2.49
C 0.86 -2.50 2.06
N -0.27 -2.33 1.33
C 1.56 -1.24 2.43
C 2.43 -1.17 3.50
C 3.03 0.04 3.78
C 2.69 1.15 3.03
C 1.77 1.01 2.01
N 1.24 -0.17 1.70
C 1.20 2.19 1.31
C 1.92 3.36 1.15
C 1.25 4.47 0.65
C -0.10 4.37 0.38
C -0.74 3.15 0.53
C -2.22 3.04 0.27
N -0.08 2.06 0.94
H -3.19 -3.56 1.19
H -2.59 -2.13 0.33
H -2.48 -3.73 -0.41
H -1.40 -5.48 1.46
H 0.80 -5.82 2.57
H 2.23 -3.83 3.02
H 2.64 -2.04 4.10
H 3.72 0.13 4.61
H 3.09 2.13 3.27
H 2.97 3.41 1.41
H 1.78 5.41 0.51
H -0.66 5.24 0.05
H -2.73 3.91 0.70
H -2.43 3.03 -0.79
H -2.62 2.15 0.73
C 3.84 -1.37 0.32
Si 3.51 -0.37 -1.22
C 4.55 1.16 -1.06
C 4.07 -1.41 -2.67
N 1.81 0.09 -1.36
C 1.48 0.90 -2.47
C 2.28 1.16 -3.59
C 1.85 1.98 -4.63
C 0.60 2.58 -4.62
C -0.24 2.33 -3.54
C 0.24 1.52 -2.55
F -0.63 1.24 -1.48
H 4.86 -1.75 0.21
H 3.19 -2.24 0.45
H 3.81 -0.76 1.22
H 5.58 0.88 -0.85
H 4.19 1.77 -0.23
H 4.54 1.79 -1.95
H 4.76 -2.19 -2.32
H 4.61 -0.83 -3.42
H 3.23 -1.90 -3.16
H 3.25 0.71 -3.66
H 2.52 2.15 -5.47
H 0.27 3.21 -5.43
H -1.24 2.74 -3.47
C -3.59 -0.18 -1.26
Si -2.71 -1.32 -2.47
C -2.72 -0.46 -4.13
C -3.85 -2.79 -2.67
C -0.92 -1.61 -2.01
Si -0.01 -3.11 -2.65
C 0.70 -2.65 -4.31
C 1.43 -3.56 -1.51
C -0.97 -4.69 -2.90
H -4.52 0.19 -1.72
H -3.00 0.70 -1.01
H -3.88 -0.68 -0.34
H -3.74 -0.17 -4.41
H -2.33 -1.12 -4.91
H -2.10 0.44 -4.12
H -4.81 -2.38 -3.00
H -4.04 -3.34 -1.74
H -3.52 -3.50 -3.43
H -0.47 -0.88 -2.70
H 1.24 -1.70 -4.26
H -0.11 -2.52 -5.04
H 1.38 -3.41 -4.69
H 1.87 -2.67 -1.05
H 2.23 -4.05 -2.06
H 1.11 -4.23 -0.71
H -1.64 -4.62 -3.76
H -1.57 -5.00 -2.04
H -0.25 -5.48 -3.10
*
```

Summary:
Highest occupied orbital energy   -0.383 hartree
Frontier orbital gap   7.084 eV
LUMO   -3.3 eV

Entry 4:
DFT (wB97M-V/def2-TZVPD) results for 5 unconnected molecules or ions with the total composition C42H80F2N2O10Si in a non-equilibrium geometry.

Structure (ORCA input):
```
! wB97M-V def2-TZVPD RIJCOSX def2/J DEFGRID3
* xyz 0 1
C 6.61 -2.62 2.09
C 5.15 -2.62 2.74
C 4.13 -2.87 1.53
C 3.02 -1.71 1.52
C 3.37 -0.69 0.38
C 2.18 0.31 -0.01
C 1.07 -0.46 -0.82
F 1.01 0.06 -2.14
F 1.35 -1.82 -1.01
C -0.39 -0.40 -0.27
C -1.35 -1.24 -1.23
Si -3.13 -1.02 -0.56
C -4.31 -2.31 -1.38
C -3.73 0.75 -0.92
C -3.23 -1.36 1.33
C -4.13 -0.58 2.18
C -4.20 -0.80 3.62
C -3.38 -1.80 4.30
C -2.48 -2.61 3.45
C -2.42 -2.39 2.00
C 2.91 1.14 -1.20
O 3.77 0.75 -1.94
N 2.38 2.49 -1.31
C 1.32 2.50 -0.25
C 1.85 1.54 0.90
O 0.71 1.54 1.81
C 0.68 0.50 2.65
N 0.62 -0.35 3.42
C 2.99 2.35 1.63
C 3.87 1.54 2.67
C 2.54 3.69 2.32
C 1.94 3.54 3.78
C 0.47 4.20 3.84
H 7.35 -2.53 2.93
H 6.69 -1.74 1.39
H 6.74 -3.58 1.54
H 4.91 -1.64 3.21
H 5.01 -3.48 3.45
H 3.58 -3.84 1.68
H 4.67 -2.88 0.55
H 2.92 -1.27 2.54
H 2.05 -2.24 1.32
H 3.69 -1.31 -0.51
H 4.31 -0.13 0.66
H -0.78 0.62 -0.05
H -0.41 -0.97 0.71
H -1.08 -2.34 -1.21
H -1.29 -0.90 -2.29
H -3.84 -3.31 -1.22
H -4.40 -2.06 -2.47
H -5.30 -2.20 -0.85
H -4.04 0.83 -2.00
H -2.93 1.51 -0.69
H -4.63 0.99 -0.29
H -4.78 0.21 1.74
H -4.88 -0.18 4.26
H -3.44 -1.93 5.40
H -1.86 -3.37 3.97
H -1.72 -3.04 1.42
H 2.05 2.66 -2.26
H 0.95 3.52 0.04
H 0.43 2.12 -0.85
H 3.72 2.67 0.82
H 4.24 2.17 3.53
H 3.36 0.67 3.14
H 4.81 1.22 2.15
H 1.83 4.32 1.73
H 3.48 4.31 2.43
H 2.55 4.16 4.49
H 1.80 2.49 4.12
H 0.45 5.14 4.45
H -0.20 3.48 4.39
H 0.01 4.33 2.83
C -7.19 1.76 -6.65
O -6.43 0.64 -7.08
C -5.23 0.48 -6.32
C -5.37 -0.65 -5.31
O -6.29 -0.31 -4.28
C -7.55 -0.95 -4.45
H -8.16 1.71 -7.15
H -7.35 1.75 -5.57
H -6.69 2.69 -6.94
H -4.95 1.41 -5.83
H -4.44 0.21 -7.03
H -4.40 -0.81 -4.83
H -5.66 -1.58 -5.80
H -7.46 -2.02 -4.24
H -7.94 -0.81 -5.46
H -8.26 -0.51 -3.75
C 7.84 1.50 1.09
O 8.52 0.28 0.82
C 8.78 0.11 -0.57
C 10.23 0.40 -0.90
O 10.53 1.79 -0.73
C 11.24 2.05 0.46
H 7.83 1.64 2.17
H 8.33 2.35 0.63
H 6.80 1.43 0.74
H 8.11 0.73 -1.17
H 8.57 -0.94 -0.81
H 10.41 0.16 -1.95
H 10.90 -0.22 -0.29
H 12.27 1.67 0.38
H 10.75 1.60 1.33
H 11.28 3.13 0.61
C -10.95 -3.99 -9.18
O -11.97 -3.44 -8.36
C -11.76 -3.69 -6.98
C -11.23 -2.45 -6.27
O -9.91 -2.14 -6.70
C -9.88 -1.05 -7.60
H -11.09 -3.61 -10.19
H -9.96 -3.70 -8.83
H -11.04 -5.08 -9.20
H -11.08 -4.54 -6.83
H -12.73 -3.96 -6.54
H -11.17 -2.66 -5.19
H -11.90 -1.60 -6.41
H -10.11 -0.11 -7.08
H -10.59 -1.19 -8.42
H -8.88 -0.97 -8.02
C 4.90 2.45 8.99
O 3.77 1.62 8.84
C 2.99 1.97 7.70
C 3.22 1.00 6.55
O 4.54 1.13 6.02
C 5.39 0.08 6.45
H 5.54 2.01 9.77
H 5.48 2.52 8.07
H 4.60 3.45 9.32
H 3.19 3.00 7.39
H 1.94 1.91 8.00
H 2.53 1.25 5.74
H 3.02 -0.03 6.86
H 5.11 -0.86 5.96
H 5.36 -0.05 7.54
H 6.41 0.33 6.16
*
```

Summary:
Highest occupied orbital energy   -0.329 hartree
Frontier orbital gap   9.454 eV
SMILES   CCCCC[C@]1(C(F)(F)CC[Si](C)(C)c2ccccc2)C(=O)NC[C@]1(OC#N)[C@H](C)CCC.COCCOC.COCCOC.COCCOC.COCCOC
LUMO   0.5 eV

no.,electronic energy (Eh)
1,-6957.8722
2,-590.7293
3,-3233.8273
4,-2999.1698